C53H53FN7O6TeW as an isolated structure at a distorted geometry. Source: the Open Molecules 2025 dataset; level of theory: ωB97M-V/def2-TZVPD.

Properties
Total energy   -90358.0406 eV
Total charge   +2
2S+1   2
⟨S²⟩   0.7814
Gap between HOMO and LUMO (alpha / beta)   3.6 / 4.6 eV
HOMO level (alpha / beta)   -9.25 / -10.29 eV
Maximum force   1.01 eV/A
Lowest unoccupied orbital energy (alpha / beta)   -5.67 / -5.67 eV

```
122
C53H53FN7O6TeW (ωB97M-V/def2-TZVPD)
W -0.135 1.651 1.116
O -1.132 4.278 7.440
C -1.858 4.540 6.473
O -2.883 5.222 6.333
C -1.403 3.847 5.157
C -0.289 3.028 5.137
C 0.054 2.352 3.982
N -0.704 2.482 2.844
C -1.795 3.331 2.848
C -2.139 4.019 3.983
C -2.497 3.410 1.570
C -3.687 4.110 1.375
C -4.292 4.084 0.139
C -3.697 3.373 -0.905
C -2.510 2.726 -0.661
N -1.930 2.723 0.551
C 1.170 1.455 3.812
C 2.080 1.130 4.825
C 3.085 0.235 4.571
C 3.175 -0.345 3.295
C 2.268 0.019 2.339
N 1.273 0.906 2.572
H 0.269 2.948 6.062
H -2.979 4.701 4.037
H -4.123 4.661 2.196
H -5.217 4.621 -0.024
H -4.135 3.349 -1.892
H -1.977 2.195 -1.441
H 1.976 1.590 5.797
H 3.794 -0.026 5.344
H 3.937 -1.076 3.064
H 2.288 -0.408 1.344
F 3.084 -1.484 -5.092
C 3.519 -0.627 -4.151
C 2.618 -0.094 -3.282
C 3.060 0.770 -2.261
C 2.158 1.382 -1.339
O 0.862 1.114 -1.338
C 2.649 2.278 -0.401
C 4.011 2.477 -0.334
N 4.884 1.889 -1.154
C 6.304 2.184 -1.010
C 7.221 1.091 -0.542
C 6.885 2.235 0.368
C 4.438 1.050 -2.160
C 5.333 0.511 -3.096
C 4.896 -0.324 -4.101
N 5.831 -0.834 -5.032
C 6.791 -1.811 -4.545
C 8.039 -1.789 -5.409
N 7.650 -2.035 -6.843
C 6.618 -1.042 -7.313
C 5.412 -1.116 -6.395
C 1.794 2.980 0.623
O 2.335 3.425 1.635
O 0.576 3.291 0.188
H 1.573 -0.355 -3.386
H 4.402 3.127 0.438
H 6.659 2.893 -1.746
H 8.210 1.043 -0.976
H 6.768 0.136 -0.311
H 7.633 2.991 0.553
H 6.234 2.026 1.205
H 6.379 0.777 -3.054
H 6.365 -2.827 -4.536
H 7.081 -1.575 -3.522
H 8.752 -2.557 -5.116
H 8.517 -0.811 -5.383
H 7.267 -2.980 -6.931
H 8.475 -1.999 -7.444
H 6.359 -1.290 -8.341
H 7.088 -0.061 -7.276
H 4.934 -2.101 -6.497
H 4.691 -0.372 -6.728
C 0.076 -1.507 -1.120
C -0.873 -0.906 -0.339
O -2.198 -1.080 -0.706
N -0.691 -0.067 0.673
Te -3.414 -0.406 0.671
C -5.207 -0.920 -0.319
C -6.319 -0.772 0.521
C -6.206 -0.335 1.961
C -7.581 -1.032 0.000
C -7.758 -1.418 -1.319
C -9.123 -1.711 -1.872
C -6.633 -1.515 -2.132
C -5.348 -1.266 -1.670
C -4.207 -1.381 -2.644
C -3.233 -1.995 2.016
C -2.919 -1.633 3.333
C -2.743 -0.205 3.773
C -2.801 -2.647 4.274
C -2.987 -3.981 3.938
C -2.869 -5.065 4.970
C -3.298 -4.299 2.619
C -3.436 -3.332 1.635
C -3.802 -3.761 0.239
H -0.229 -2.227 -1.865
H 1.087 -1.559 -0.736
H 0.615 0.159 -1.560
H -5.571 0.552 2.081
H -5.813 -1.128 2.600
H -7.183 -0.056 2.348
H -8.444 -0.920 0.646
H -9.902 -1.486 -1.146
H -9.207 -2.764 -2.145
H -9.311 -1.124 -2.771
H -6.760 -1.787 -3.174
H -4.598 -1.505 -3.652
H -3.570 -2.236 -2.418
H -3.573 -0.494 -2.633
H -2.104 0.358 3.088
H -2.277 -0.162 4.756
H -3.703 0.313 3.853
H -2.560 -2.383 5.297
H -2.543 -4.669 5.930
H -2.157 -5.827 4.650
H -3.830 -5.559 5.115
H -3.441 -5.339 2.347
H -3.718 -4.842 0.150
H -3.150 -3.308 -0.507
H -4.830 -3.486 0.000
```


C53H59AsN6O10PRb as an isolated structure at a distorted geometry. Source: the Open Molecules 2025 dataset; level of theory: ωB97M-V/def2-TZVPD.

Properties
Total energy   -156114.9053 eV
Total charge   0
Gap between HOMO and LUMO   7.8 eV
HOMO level   -8.17 eV
Maximum force   1.85 eV/A
Lowest unoccupied orbital energy   -0.34 eV

```
131
C53H59AsN6O10PRb (ωB97M-V/def2-TZVPD)
Rb 0.148 -0.002 0.105
C -1.933 2.859 -1.478
C -2.873 1.700 -1.076
C -3.292 1.836 0.363
C -4.586 2.212 0.719
C -4.895 2.372 2.060
C -3.905 2.158 3.006
C -2.646 1.785 2.560
N -2.344 1.621 1.276
N -0.615 2.373 -1.883
C 0.408 3.400 -1.812
C 0.805 3.863 -0.425
C 1.873 4.755 -0.311
C 2.203 5.249 0.936
C 1.464 4.839 2.038
C 0.440 3.931 1.832
N 0.117 3.453 0.633
C -0.682 1.813 -3.217
C 0.467 0.905 -3.590
C 0.573 0.448 -4.903
C 1.574 -0.449 -5.226
C 2.458 -0.849 -4.234
C 2.290 -0.323 -2.965
N 1.320 0.533 -2.644
H -1.786 3.501 -0.616
H -2.394 3.462 -2.277
H -2.321 0.762 -1.182
H -3.756 1.666 -1.715
H -5.333 2.366 -0.047
H -5.893 2.661 2.366
H -4.104 2.281 4.062
H -1.837 1.607 3.262
H 0.109 4.298 -2.383
H 1.308 3.006 -2.288
H 2.427 5.059 -1.191
H 3.015 5.956 1.048
H 1.681 5.218 3.028
H -0.159 3.570 2.661
H -0.779 2.602 -3.984
H -1.594 1.210 -3.274
H -0.129 0.788 -5.656
H 1.666 -0.835 -6.233
H 3.252 -1.553 -4.440
H 2.953 -0.604 -2.155
C 4.980 0.284 0.279
C 4.152 -0.947 0.555
C 4.861 -2.131 1.166
O 2.969 -0.978 0.303
H 6.004 0.029 0.011
H 5.005 0.884 1.193
H 4.510 0.879 -0.504
H 5.837 -1.867 1.565
H 4.991 -2.889 0.389
H 4.240 -2.566 1.949
C 0.805 -5.074 -6.195
C 0.063 -3.910 -6.339
C -0.343 -3.199 -5.221
C -0.032 -3.629 -3.930
C 0.739 -4.785 -3.805
C 1.146 -5.503 -4.922
As -0.581 -2.521 -2.364
C -2.477 -2.441 -2.865
C -2.801 -1.423 -3.763
C -4.105 -1.211 -4.181
C -5.123 -2.026 -3.708
C -4.817 -3.036 -2.809
C -3.511 -3.230 -2.380
C -0.358 -3.965 -1.075
C 0.765 -3.862 -0.257
C 1.131 -4.905 0.582
C 0.360 -6.056 0.641
C -0.767 -6.164 -0.161
C -1.110 -5.134 -1.024
H 1.112 -5.639 -7.065
H -0.199 -3.555 -7.329
H -0.924 -2.296 -5.357
H 1.035 -5.138 -2.827
H 1.729 -6.407 -4.795
H -2.010 -0.776 -4.133
H -4.331 -0.408 -4.873
H -6.145 -1.869 -4.029
H -5.606 -3.675 -2.428
H -3.317 -3.998 -1.643
H 1.371 -2.961 -0.295
H 2.025 -4.827 1.190
H 0.639 -6.868 1.300
H -1.368 -7.064 -0.132
H -1.952 -5.274 -1.690
C -1.033 -1.869 5.812
C -1.193 -0.483 5.213
O 0.050 0.032 4.735
P 0.441 -0.131 3.142
O 1.312 1.228 2.950
C 2.514 1.540 3.671
C 2.225 2.368 4.913
O 1.705 -1.163 3.267
C 1.499 -2.564 3.055
C 2.182 -3.345 4.161
H -1.971 -2.191 6.265
H -0.255 -1.857 6.577
H -0.757 -2.586 5.038
H -1.544 0.218 5.973
H -1.927 -0.511 4.400
H 3.129 2.113 2.974
H 3.039 0.622 3.934
H 1.742 3.305 4.634
H 3.159 2.589 5.432
H 1.564 1.819 5.580
H 1.931 -2.817 2.086
H 0.433 -2.797 3.004
H 3.239 -3.075 4.219
H 2.101 -4.416 3.970
H 1.726 -3.120 5.125
O -1.542 -2.133 1.925
C -2.205 -1.838 0.923
O -1.796 -1.399 -0.182
C -3.724 -2.035 1.009
C -4.560 -1.364 0.128
C -5.931 -1.554 0.199
C -6.500 -2.421 1.114
C -5.647 -3.099 1.965
C -4.272 -2.910 1.931
N -6.221 -4.049 2.922
O -7.434 -4.098 3.015
O -5.450 -4.725 3.576
N -6.803 -0.865 -0.752
O -6.296 -0.052 -1.504
O -7.979 -1.178 -0.774
H -4.138 -0.735 -0.640
H -7.566 -2.577 1.154
H -3.633 -3.438 2.625
```